Below is C9H15N3 in the gas phase in a non-equilibrium geometry, with properties calculated with ωB97M-V/def2-TZVPD.

```
27
Properties=species:S:1:pos:R:3:mulliken_charge:R:1
C 0.65 1.58 0.05 -1.64
C 1.03 0.11 -0.14 1.80
C 1.80 -0.23 -1.48 -1.58
C 1.88 -0.44 1.00 -1.22
C -0.46 -0.47 -0.31 -0.57
C -1.01 -1.71 0.28 -0.78
C -1.55 -0.45 0.80 -0.30
N -2.89 -0.09 0.39 0.53
C -3.74 0.90 0.79 0.03
N -4.80 0.88 0.06 -0.63
C -4.53 -0.08 -0.87 -0.23
N -3.44 -0.73 -0.68 -0.72
H 1.42 2.28 -0.31 0.41
H 0.49 1.88 1.15 0.32
H -0.27 1.71 -0.42 0.38
H 1.69 -1.37 -1.60 0.31
H 1.34 0.19 -2.45 0.31
H 2.83 0.06 -1.34 0.51
H 2.99 -0.49 0.60 0.27
H 1.57 -1.44 1.30 0.30
H 1.82 0.30 1.88 0.29
H -0.96 -0.20 -1.30 0.49
H -1.74 -2.39 -0.29 0.26
H -0.28 -2.38 0.94 0.13
H -1.26 -0.05 1.78 0.40
H -3.52 1.49 1.59 0.45
H -5.13 -0.27 -1.66 0.47
```

The energy above the lowest of the compared OMol25 structures with the same formula, charge and spin is 55.1 kcal/mol. For the energy, the calculation gives -14044.17485 eV. The SMILES is CC(C)(C)[C@H]1C[C@@H]1n1cncn1.